1.
Entry from the Open Molecules 2025 dataset: 4 unconnected molecules or ions with the total composition C13H17Cl2F9O6 in a non-equilibrium geometry (wB97M-V/def2-TZVPD).

The geometry in ORCA input format:
```
! RIJCOSX wB97M-V def2-TZVPD def2/J DEFGRID3
* xyz 0 1
C 12.12 4.80 15.34
C 12.12 6.26 15.76
O 11.55 6.38 17.11
C 11.29 7.65 17.49
O 11.58 8.60 16.87
C 10.53 7.67 18.86
F 11.26 8.14 19.88
F 9.44 8.42 18.80
F 10.10 6.45 19.30
H 12.26 4.85 14.27
H 11.20 4.34 15.62
H 12.96 4.37 15.84
H 11.59 6.95 15.10
H 13.13 6.61 15.73
C 6.38 9.69 9.90
C 7.07 8.31 10.02
O 6.27 7.56 10.97
C 6.89 6.53 11.55
O 7.99 6.08 11.40
C 6.06 5.95 12.73
F 6.03 6.86 13.76
F 4.81 5.65 12.43
F 6.57 4.86 13.15
H 7.14 10.45 9.81
H 5.89 9.92 10.85
H 5.60 9.81 9.08
H 8.08 8.42 10.38
H 6.99 7.80 9.12
C 14.48 10.27 18.18
C 14.58 9.29 19.35
O 15.44 8.20 18.99
C 14.94 7.11 18.54
O 13.76 6.85 18.45
C 16.03 6.09 18.20
F 16.63 5.53 19.19
F 15.38 5.04 17.56
F 16.95 6.66 17.40
H 15.44 10.85 18.07
H 13.52 10.83 18.21
H 14.43 9.63 17.29
H 13.66 8.89 19.62
H 15.06 9.80 20.13
Cl 12.56 6.98 12.09
C 10.86 7.23 11.77
Cl 10.37 8.91 11.95
H 10.71 7.01 10.71
H 10.27 6.59 12.42
*
```

Summary:
gap between HOMO and LUMO = 11.6602 eV
E_HOMO = -11.1 eV
SMILES = CCOC(=O)C(F)(F)F.CCOC(=O)C(F)(F)F.CCOC(=O)C(F)(F)F.ClCCl

Atom charges from the Mulliken analysis, given in e for atoms 1 to 2: number 1, C, carries -1.21; number 2, C, carries 0.04

***

2.
Entry from the Open Molecules 2025 dataset: a molecular structure, C13H17ClLaO in a non-equilibrium geometry (wB97M-V/def2-TZVPD).

The geometry in ORCA input format:
```
! RIJCOSX wB97M-V def2-TZVPD def2/J DEFGRID3
* xyz -1 1
C -2.25 -1.39 -0.70
C -1.61 -1.57 -1.99
C -1.37 -0.26 -2.57
H -1.26 -2.55 -2.40
C -1.85 0.75 -1.62
C -2.39 0.05 -0.47
H -2.70 0.51 0.48
H -2.44 -2.17 0.06
H -0.84 -0.05 -3.52
H -1.68 1.85 -1.69
La 0.03 -0.33 -0.33
Cl 0.25 -2.50 1.03
C 2.55 -0.30 -0.33
C 2.14 0.97 -0.95
C 1.62 0.67 -2.28
H 2.06 1.94 -0.42
C 1.70 -0.76 -2.49
C 2.28 -1.37 -1.30
H 2.34 -2.46 -1.08
H 2.79 -0.44 0.74
H 1.14 1.41 -2.95
H 1.32 -1.32 -3.36
C -1.39 0.49 2.81
C -0.26 1.36 2.23
C 1.13 0.81 2.62
O -0.37 1.52 0.84
H -1.38 -0.51 2.36
H -2.34 0.96 2.61
H -1.26 0.38 3.88
H -0.33 2.35 2.70
H 1.23 -0.23 2.23
H 1.90 1.43 2.19
H 1.22 0.77 3.68
*
```

Summary:
gap between HOMO and LUMO = 7.3308 eV
E_HOMO = -4.5 eV
energy above the lowest of the compared OMol25 structures with the same formula, charge and spin = 0.0 kcal per mole

Atom charges from the Mulliken analysis, given in e for atoms 1 to 2: number 1, C, carries -0.60; number 2, C, carries -0.49

***

3.
Entry from the Open Molecules 2025 dataset: a molecular structure, C13H17ClN2O2 in a non-equilibrium geometry (wB97M-V/def2-TZVPD).

The geometry in ORCA input format:
```
! RIJCOSX wB97M-V def2-TZVPD def2/J DEFGRID3
* xyz 0 1
O -1.01 0.47 -2.21
C 0.18 0.72 -1.75
N 0.93 -0.32 -1.38
H 1.88 -0.26 -0.93
C 0.59 -1.77 -1.15
C 0.41 -2.58 0.10
C 0.51 -1.95 1.33
C 0.79 -2.52 2.40
C 0.57 -3.93 2.44
C 0.25 -4.54 1.32
C 0.24 -3.98 -0.12
Cl 0.09 -4.90 -1.47
H 0.19 -5.60 1.48
H 0.43 -4.40 3.31
H 0.96 -1.96 3.35
H 0.70 -0.87 1.22
H -0.64 -1.74 -1.55
H 0.97 -2.45 -1.98
C 0.95 2.03 -1.77
N 0.31 2.80 -0.69
C 0.53 2.34 0.74
C -1.00 1.51 1.04
H -0.91 1.40 2.08
O -2.14 2.39 0.86
C -1.83 2.85 -0.63
C -0.81 3.66 -0.95
H -0.87 3.82 -1.80
H -0.71 4.55 -0.53
H -3.05 3.39 -0.51
H -2.29 1.96 -1.04
H -0.92 0.73 0.45
H 1.43 1.72 0.91
H 0.52 3.28 1.33
H 1.99 1.76 -1.33
H 0.79 2.39 -2.55
*
```

Summary:
gap between HOMO and LUMO = 8.2938 eV
E_HOMO = -7.8 eV
energy above the lowest of the compared OMol25 structures with the same formula, charge and spin = 305.8 kcal per mole

Atom charges from the Mulliken analysis, given in e for atoms 1 to 2: number 1, O, carries -0.71; number 2, C, carries 0.79

***

4.
Entry from the Open Molecules 2025 dataset: C13H17F3O5 in the gas phase (wB97M-V/def2-TZVPD).

The geometry in ORCA input format:
```
! RIJCOSX wB97M-V def2-TZVPD def2/J DEFGRID3
* xyz 0 1
C 0.84 -4.88 1.27
C 0.35 -3.55 1.78
O -0.41 -2.92 0.73
C -0.65 -1.64 0.85
O -0.36 -0.93 1.78
C -1.46 -1.08 -0.35
O -2.82 -1.03 -0.03
C -0.85 0.31 -0.66
C -1.16 1.28 0.49
O -2.25 1.34 1.00
C -0.01 2.16 0.88
C 0.75 2.72 -0.33
C 1.95 3.53 0.18
C -0.17 3.64 -1.13
C 1.27 1.55 -1.21
C 0.66 0.24 -0.80
O 1.29 -0.74 -0.53
C -1.41 -2.00 -1.59
F -0.18 -2.35 -1.98
F -2.09 -3.12 -1.41
F -1.96 -1.37 -2.65
H 1.41 -5.39 2.04
H 0.00 -5.51 0.98
H 1.47 -4.73 0.40
H 1.18 -2.88 2.05
H -0.30 -3.66 2.65
H -2.98 -0.26 0.55
H -1.32 0.71 -1.56
H -0.38 2.96 1.52
H 0.66 1.53 1.48
H 2.61 2.91 0.78
H 2.51 3.94 -0.65
H 1.61 4.36 0.80
H -0.52 4.46 -0.50
H 0.36 4.08 -1.97
H -1.04 3.11 -1.51
H 1.03 1.74 -2.25
H 2.36 1.46 -1.13
*
```

Summary:
gap between HOMO and LUMO = 10.6283 eV
E_HOMO = -10.1 eV
SMILES = CCOC(=O)[C@@](O)(C1C(=O)CC(C)(C)CC1=O)C(F)(F)F

Atom charges from the Mulliken analysis, given in e for atoms 1 to 2: number 1, C, carries -1.21; number 2, C, carries -0.24